Density functional theory data (ωB97M-V/def2-TZVPD) for C29H28FN3O7S in the gas phase.

Last column: Löwdin charge in e.
Atoms and positions in Å:
S1 -3.530 0.532 -0.185  0.68
H1 -4.925 3.187 -0.736  0.13
H2 -4.668 -1.902 0.735  0.12
C1 5.236 2.265 0.351  -0.27
C2 -1.309 -2.656 -1.661  -0.03
H3 2.336 0.549 0.632  0.10
C3 5.181 0.414 -1.176  -0.02
N1 1.266 -2.192 -0.552  0.18
H4 -0.850 -0.036 0.680  0.13
C4 3.199 -1.112 -1.351  -0.17
C5 -5.340 3.319 0.275  -0.18
C6 5.842 1.507 -0.644  -0.01
C7 -3.281 2.199 1.843  -0.16
H5 -4.159 -1.776 -3.240  0.11
H6 5.669 -0.174 -1.940  0.12
H7 -2.629 4.273 1.785  0.13
C8 -2.812 -0.870 0.664  -0.26
C9 -2.322 -0.684 -3.320  -0.08
C10 7.090 3.740 0.574  -0.09
O1 -4.493 4.145 1.044  -0.12
H8 -0.894 -3.421 -1.023  0.12
H9 -2.721 0.087 -3.960  0.11
N2 2.579 -1.976 -0.321  0.00
C11 -3.080 -3.023 1.662  0.03
C12 3.281 -2.443 0.734  -0.41
C13 2.540 -3.184 1.853  -0.04
H10 7.816 2.944 0.772  0.10
F1 -1.227 -4.089 2.604  0.10
H11 7.330 4.607 1.188  0.09
C14 -5.497 1.942 0.924  -0.16
H12 -6.298 3.837 0.216  0.13
O2 1.176 -0.898 2.059  0.13
H13 -0.390 0.213 -3.212  0.11
C15 -1.469 -0.871 0.969  0.00
H14 -3.245 -3.545 -1.780  0.11
N3 -4.198 1.328 1.131  -0.23
C16 -0.897 -1.962 1.617  -0.04
H15 3.505 2.496 1.575  0.12
O3 4.484 -2.297 0.811  0.10
C17 -1.008 -0.615 -2.902  -0.03
H16 -5.982 2.036 1.900  0.13
C18 -2.619 -2.720 -2.089  -0.08
C19 -3.132 -1.732 -2.915  -0.09
C20 0.876 -1.534 -1.581  -0.19
O4 -4.611 0.078 -1.008  -0.28
H17 6.829 1.748 -1.006  0.10
C21 1.981 -0.711 -2.202  -0.02
H18 2.798 -4.244 1.800  0.14
C22 -1.724 -3.029 1.956  -0.20
H19 -2.300 1.726 1.850  0.12
C23 3.310 0.822 0.255  -0.01
H20 1.765 0.355 -2.104  0.13
C24 3.962 1.907 0.795  0.02
H21 -6.072 1.277 0.282  0.11
O5 5.789 3.357 0.948  -0.09
C25 -0.488 -1.597 -2.057  -0.17
H22 3.912 -1.723 -1.917  0.16
O6 1.125 -3.135 1.836  0.01
H23 2.927 -2.767 2.790  0.15
H24 -3.683 -3.871 1.946  0.13
H25 -2.738 3.467 0.188  0.12
H26 7.139 4.022 -0.483  0.09
C26 -3.207 3.577 1.176  -0.18
H27 2.107 -0.945 -3.259  0.13
H28 -3.647 2.297 2.870  0.14
C27 3.916 0.060 -0.740  -0.20
O7 -2.470 1.283 -0.797  -0.27
C28 -3.625 -1.936 1.004  -0.04
C29 0.575 -1.925 1.867  -0.46

## Properties
* strongest force on any atom: 1.19 eV Å⁻¹
* orbital gap: 8.2726 eV
* net charge: 0
* structure (SMILES): COc1ccc([C@@H]2CC(c3ccccc3)=NN2C(=O)COC(=O)c2cc(S(=O)(=O)N3CCOCC3)ccc2F)cc1

Density functional theory data (ωB97M-V/def2-TZVPD) for a gas-phase ion, C5H9IN (charge +1).

Last column: Löwdin charge in e.
Atoms and positions in Å:
H1 -1.317 -0.074 -1.579  0.14
C1 -0.893 1.393 0.100  -0.08
H2 -0.876 -2.035 -0.098  0.14
H3 -0.852 1.457 1.224  0.13
C2 0.818 1.158 -0.069  -0.04
H4 1.065 -1.822 0.701  0.15
H5 -0.778 -0.858 1.344  0.15
H6 1.359 2.095 0.000  0.09
H7 1.123 -1.730 -0.931  0.21
H8 -1.295 2.270 -0.379  0.10
I1 3.665 0.052 -0.044  1.01
C3 -0.596 -1.012 0.262  -0.12
C4 -1.442 0.062 -0.468  -0.18
N1 0.903 -1.169 -0.051  -0.01
H9 -2.506 0.143 -0.155  0.13
C5 1.621 0.071 0.141  -0.83

## Properties
* strongest force on any atom: 4.93 eV Å⁻¹
* orbital gap: 9.6049 eV
* net charge: +1
* structure (SMILES): IC1=CCCC[NH2+]1

Density functional theory data (ωB97M-V/def2-TZVPD) for a molecular structure, C31H38BrN2O8PSTeTi.

Last column: Löwdin charge in e.
Atoms and positions in Å:
H1 2.425 -2.652 0.256  0.09
H2 2.458 -0.090 0.976  0.08
H3 -3.115 -5.072 -1.299  0.11
H4 -2.885 0.330 -4.417  0.09
H5 -6.221 -2.330 0.899  0.11
O1 -1.208 0.736 -2.196  -0.09
C1 2.998 2.624 -0.132  -0.27
C2 -2.139 1.371 -2.704  -0.56
Ti1 0.137 -0.021 -0.554  0.98
H6 -4.123 1.262 -3.553  0.08
O2 6.202 3.920 1.406  -0.29
C3 0.046 -1.876 -4.829  -0.05
H7 -2.970 3.208 -3.052  0.12
H8 -1.537 3.177 -2.025  0.07
C4 -0.171 -1.711 2.084  -0.10
C5 3.625 0.058 3.910  -0.27
C6 -2.572 -4.149 -1.156  -0.03
S1 4.784 3.721 1.467  0.65
H9 2.995 -1.976 3.951  0.08
O3 0.478 1.741 -0.135  -0.17
H10 0.342 0.237 -4.488  0.11
H11 -0.184 -2.096 -3.788  0.05
C7 -3.255 -0.830 0.342  -0.51
H12 2.061 4.390 -0.990  0.12
H13 2.143 1.320 4.802  0.11
C8 1.571 -0.720 0.977  -0.30
O4 2.018 1.436 -3.001  -0.30
H14 -0.878 -1.729 -5.381  0.08
H15 2.808 1.976 0.736  0.10
C9 -3.240 0.642 -3.436  0.03
H16 0.233 0.449 2.361  0.10
C10 -2.520 -1.839 -0.326  -0.21
H17 2.940 2.008 -1.032  0.06
C11 4.687 0.003 3.008  -0.03
H18 5.195 -0.936 2.845  0.12
H19 0.324 -3.765 1.432  0.11
H20 3.472 3.788 -2.754  0.06
H21 -3.490 -0.258 -2.878  0.09
C12 -0.606 -2.787 -1.364  -0.14
H22 2.357 -0.998 5.286  0.08
O5 -0.390 3.629 -0.890  0.05
O6 1.081 -0.558 -1.932  -0.42
H23 3.939 1.590 -3.714  0.07
P1 2.320 -0.153 -2.727  0.16
C13 1.894 3.672 -0.186  -0.05
H24 -1.045 -1.884 2.695  0.11
C14 0.433 -0.482 1.834  -0.23
H25 5.041 2.611 -0.435  0.09
H26 2.656 1.793 -4.920  0.12
C15 3.341 2.394 3.392  -0.05
H27 2.844 3.343 3.514  0.11
C16 3.226 -1.177 4.656  -0.04
C17 3.003 3.537 -3.701  -0.05
H28 5.894 1.090 1.603  0.12
C18 4.393 2.314 2.502  -0.30
H29 1.861 4.238 0.748  0.12
C19 2.962 1.265 4.100  -0.03
Br1 -2.378 0.869 0.692  0.96
C20 0.893 -0.617 -4.906  -0.27
N1 -2.214 2.692 -2.637  0.21
H30 3.589 3.975 -4.505  0.08
H31 1.163 -0.397 -5.946  0.12
H32 4.050 -1.511 5.286  0.09
C21 2.950 2.035 -3.893  -0.31
C22 -1.168 -1.675 -0.752  -0.17
O7 3.941 4.817 1.841  -0.29
O8 2.126 -0.787 -4.210  -0.28
N2 4.318 3.211 -0.062  -0.10
C23 5.075 1.127 2.304  -0.06
H33 -0.760 -4.814 -2.052  0.11
C24 0.550 2.987 -0.431  -0.53
H34 1.997 3.948 -3.725  0.08
C25 -1.282 -4.000 -1.572  -0.06
H35 -5.055 -0.174 1.276  0.10
C26 -5.206 -2.201 0.552  -0.08
C27 -4.548 -0.980 0.767  -0.12
C28 0.569 -2.717 1.435  -0.12
H36 0.429 -2.754 -1.687  0.09
C29 -4.548 -3.222 -0.070  -0.04
H37 -5.034 -4.176 -0.222  0.11
H38 0.584 -2.716 -5.261  0.08
C30 1.640 -2.134 0.789  -0.12
C31 -3.221 -3.074 -0.521  -0.16
Te1 4.348 -0.670 -1.763  0.54

## Properties
* strongest force on any atom: 3.17 eV Å⁻¹
* orbital gap: 7.3881 eV
* net charge: 0

Density functional theory data (ωB97M-V/def2-TZVPD) for a molecular structure, C4H13NO2.

Last column: Löwdin charge in e.
Atoms and positions in Å:
H1 2.153 -2.499 1.632  0.09
H2 2.399 -2.452 -0.131  0.09
N1 0.172 0.279 -1.696  -0.02
H3 -1.737 0.468 -0.530  0.02
H4 -0.286 -0.769 1.597  0.09
C1 -1.927 1.768 -0.160  -0.20
H5 0.865 -0.085 -1.045  0.06
H6 -2.398 1.589 0.807  0.08
H7 -1.715 0.128 -2.415  0.04
H8 0.761 -2.693 0.530  0.09
H9 1.130 -0.469 2.646  0.09
O1 -0.699 2.386 0.003  -0.13
C2 1.720 -2.180 0.676  -0.11
H10 0.578 0.782 1.496  0.08
H11 -2.595 2.270 -0.863  0.07
C3 0.698 -0.288 1.655  -0.11
C4 -1.107 -0.123 -1.539  -0.10
H12 0.536 0.603 -2.586  0.10
H13 -0.109 2.059 -0.710  0.06
O2 1.559 -0.774 0.633  -0.28

## Properties
* strongest force on any atom: 1.52 eV Å⁻¹
* orbital gap: 8.3335 eV
* net charge: 0

Density functional theory data (ωB97M-V/def2-TZVPD) for CH2Cl2NO3P in the gas phase.

Last column: Löwdin charge in e.
Atoms and positions in Å:
H1 0.332 -0.752 0.279  0.07
O1 1.228 2.153 0.796  0.03
Cl1 -2.579 -0.562 1.604  0.29
O2 2.384 0.362 0.147  0.13
P1 -1.018 0.830 1.550  -0.03
O3 -0.401 0.781 2.871  -0.39
C1 0.181 0.249 0.227  -0.17
N1 1.402 0.982 0.447  -0.46
Cl2 -1.837 2.620 1.186  0.39
H2 -0.122 0.785 -0.738  0.15

## Properties
* strongest force on any atom: 5.65 eV Å⁻¹
* orbital gap: 10.6800 eV
* net charge: 0
* structure (SMILES): O=[N+]([O-])CP(=O)(Cl)Cl

Density functional theory data (ωB97M-V/def2-TZVPD) for a molecular structure, C29H42ClGaN3O2Si.

Last column: Löwdin charge in e.
Atoms and positions in Å:
H1 -3.356 1.172 5.944  0.08
H2 -2.695 -1.169 5.333  0.09
H3 -2.975 -2.571 -1.856  0.15
C1 0.684 -2.979 0.032  -0.57
H4 -1.391 -3.457 -5.192  0.08
H5 1.905 2.403 3.446  0.02
C2 -2.689 0.988 5.089  -0.15
H6 -2.205 -3.570 -3.174  0.12
H7 2.735 -3.181 0.582  0.10
H8 -2.807 -0.221 -1.751  0.03
H9 0.830 4.940 -0.544  0.13
H10 -0.965 -3.089 1.449  0.11
H11 0.305 -5.135 0.319  0.13
H12 2.230 -1.471 0.351  0.04
C3 -1.483 -0.584 3.693  -0.09
O1 -0.729 -4.298 -1.322  0.03
H13 0.520 2.232 1.503  0.05
H14 0.878 1.603 4.643  0.04
C4 -0.973 -3.043 -1.566  -0.33
H15 2.484 -2.536 -1.085  0.09
C5 0.973 2.742 -0.496  -0.57
C6 1.361 2.144 0.803  -0.10
C7 -0.994 2.692 -1.681  -0.34
C8 0.239 4.039 -0.336  -0.02
H16 0.630 -1.286 4.874  0.03
C9 -0.713 2.319 -5.114  -0.05
C10 -2.163 2.283 -2.515  -0.04
H17 2.396 -1.277 4.821  0.02
C11 -0.592 -2.702 -5.082  -0.05
H18 -2.512 3.075 4.551  0.09
O2 -0.851 3.943 -1.357  0.04
C12 3.318 -0.246 2.218  -0.17
N1 -0.130 -2.205 -0.937  0.04
C13 -0.953 0.531 2.981  -0.50
H19 0.693 -3.419 2.143  0.09
H20 0.115 2.782 -4.531  0.08
Cl1 -1.985 0.034 0.246  0.36
H21 0.223 -3.136 -4.463  0.09
H22 2.623 1.314 4.630  0.02
H23 3.576 0.464 1.436  0.02
H24 -0.280 -0.190 -6.034  0.10
C14 0.499 -4.381 -0.456  -0.04
H25 -1.197 -1.607 3.401  0.10
H26 -0.276 4.141 0.640  0.14
C15 -1.107 -1.419 -4.474  -0.25
C16 -1.798 1.022 -3.250  -0.25
C17 -1.751 -1.438 -3.241  -0.25
H27 1.490 -2.405 3.803  0.01
H28 3.981 -0.043 3.067  0.03
H29 0.154 -1.776 1.711  0.02
Ga1 -0.256 -0.147 -1.122  0.31
C18 2.193 2.856 -1.395  -0.02
H30 -2.992 2.110 -1.797  0.14
C19 -1.376 1.851 3.226  -0.08
H31 1.312 -4.715 -1.119  0.13
H32 2.871 1.991 -1.255  0.09
H33 1.590 1.070 0.654  0.04
C20 -1.162 1.024 -4.487  -0.25
Si1 1.619 -0.035 2.997  0.30
H34 3.539 -1.255 1.867  0.01
C21 -2.317 -0.326 4.750  -0.13
H35 2.250 2.602 1.259  0.10
C22 0.112 -2.835 1.410  -0.06
H36 -1.031 2.689 2.602  0.09
C23 -2.085 -2.704 -2.507  -0.04
C24 -2.212 2.051 4.309  -0.14
C25 1.752 1.488 4.008  -0.16
N2 -0.029 1.898 -1.182  0.04
H37 -0.175 -2.483 -6.082  0.07
C26 1.495 -1.400 4.221  -0.17
C27 -0.816 -0.195 -5.079  -0.03
C28 2.122 -2.500 -0.038  -0.04
H38 -0.328 2.113 -6.131  0.07
H39 -1.540 3.047 -5.189  0.08
H40 1.875 2.909 -2.455  0.09
H41 2.727 3.785 -1.128  0.08
H42 -2.385 3.129 -3.185  0.12
N3 0.105 0.169 2.240  -0.20
C29 -2.126 -0.213 -2.642  -0.17

## Properties
* strongest force on any atom: 4.30 eV Å⁻¹
* orbital gap (alpha / beta): 4.1053 / 5.0213 eV
* net charge: -1

Density functional theory data (ωB97M-V/def2-TZVPD) for 5 unconnected molecules or ions with the total composition C20H53BO14PS.

Last column: Löwdin charge in e.
Atoms and positions in Å:
H1 -1.416 -5.390 0.979  -0.03
H2 1.511 -0.797 2.754  0.12
H3 0.924 -2.955 3.692  0.08
H4 -2.337 4.147 0.012  0.09
O1 -5.126 6.174 2.461  -0.19
C1 -5.658 5.257 3.398  -0.11
H5 -4.593 -4.148 -0.166  0.08
O2 -0.075 -1.654 -3.534  -0.15
H6 3.053 -3.699 5.502  0.09
H7 -1.947 2.621 -0.812  0.08
H8 -4.976 5.096 4.236  0.08
H9 -6.621 5.608 3.784  0.09
C2 0.825 3.052 -1.294  -0.11
S1 2.269 -3.872 -1.542  0.73
C3 0.577 1.418 0.419  -0.20
H10 3.748 -0.219 3.590  0.12
O3 -2.632 6.124 4.049  -0.19
H11 4.682 -3.288 4.923  0.08
C4 -2.313 4.910 3.383  -0.11
C5 -0.254 -1.993 -2.152  -0.17
O4 -0.921 -3.735 -0.683  -0.30
O5 4.229 0.837 -3.099  -0.20
H12 1.740 -0.840 -5.447  0.09
C6 3.518 -1.267 3.372  -0.21
H13 -2.566 7.026 2.188  0.13
H14 1.914 3.150 -1.355  0.09
H15 3.653 -0.974 -2.360  0.07
H16 5.560 0.866 -4.686  0.12
O6 3.183 -1.888 4.600  -0.19
H17 1.075 0.801 -5.521  0.09
H18 4.415 -1.729 2.943  0.13
H19 0.510 -5.207 0.350  -0.03
H20 0.921 0.382 0.492  0.11
B1 -2.444 -5.858 -1.222  -0.66
C7 -4.516 7.308 3.046  -0.21
H21 -2.618 8.101 3.595  0.12
H22 -3.204 -4.502 0.883  0.05
H23 2.724 -0.788 1.458  0.12
H24 2.931 2.413 -4.866  0.12
O7 -0.853 -0.484 -3.824  -0.05
H25 0.635 -1.663 -1.609  0.09
C8 0.648 -4.436 -2.288  -0.67
H26 0.438 3.772 -0.569  0.08
O8 3.124 0.599 -5.842  -0.19
C9 -0.744 1.525 1.149  -0.19
H27 -4.956 7.517 4.028  0.13
O9 -3.662 -5.950 -0.540  -0.04
H28 0.962 -4.259 2.473  0.08
H29 -3.213 2.662 0.437  0.09
O10 0.460 1.727 -0.959  -0.20
C10 4.757 1.469 -4.246  -0.22
H30 2.017 0.272 -4.104  0.08
C11 4.354 -0.580 -3.094  -0.10
O11 -1.269 2.844 1.144  -0.21
H31 4.118 -1.007 -4.069  0.09
H32 -3.482 -5.986 -2.838  0.10
O12 0.213 -5.653 -1.845  -0.35
O13 -2.554 -6.097 -2.575  0.12
H33 0.400 3.269 -2.273  0.09
C12 2.393 -1.317 2.359  -0.22
H34 5.371 -0.874 -2.810  0.09
C13 3.612 -3.234 4.691  -0.11
H35 -3.028 4.680 2.591  0.07
H36 -5.811 4.313 2.878  0.09
H37 0.914 -4.459 -3.349  0.10
H38 3.419 -3.782 3.766  0.08
C14 1.926 0.199 -5.188  -0.11
H39 -0.478 0.175 -3.214  0.08
H40 -1.465 0.825 0.715  0.13
H41 -1.310 4.951 2.950  0.09
H42 -2.340 4.115 4.126  0.09
C15 3.702 1.764 -5.299  -0.22
H43 1.328 2.061 0.892  0.13
C16 -0.515 -3.473 -1.986  -0.45
H44 1.825 -3.719 -0.289  -0.18
H45 -4.727 8.161 2.393  0.12
H46 5.190 2.420 -3.917  0.12
H47 4.177 2.306 -6.124  0.12
H48 0.007 -2.807 2.162  0.09
C17 -2.240 3.069 0.139  -0.11
H49 -1.140 -1.467 -1.794  0.13
H50 -4.738 -5.375 1.106  0.08
C18 -3.013 7.168 3.179  -0.21
C19 0.927 -3.182 2.622  -0.10
O14 2.067 -2.632 1.979  -0.21
H51 -1.283 -3.750 -2.728  0.15
H52 -0.586 1.241 2.194  0.13
C20 -4.059 -4.940 0.369  -0.12
P1 -0.727 -5.526 -0.303  0.59
H53 -0.534 -6.941 -0.035  -0.02

## Properties
* strongest force on any atom: 0.49 eV Å⁻¹
* orbital gap: 6.2285 eV
* net charge: -1

Density functional theory data (ωB97M-V/def2-TZVPD) for 3 unconnected molecules or ions with the total composition C4H17N2O2.

Last column: Löwdin charge in e.
Atoms and positions in Å:
O1 -1.932 -2.118 -1.767  -0.06
C1 -1.078 0.912 0.243  -0.13
H1 1.549 0.322 -0.630  0.08
H2 0.476 -4.117 -1.222  0.10
H3 0.101 2.844 0.169  0.12
C2 1.580 0.313 1.437  -0.28
H4 2.075 1.873 0.196  0.14
H5 -0.688 0.029 0.699  0.07
H6 0.659 -0.098 1.711  0.06
H7 0.958 -2.924 -0.394  0.05
H8 -2.108 0.971 -1.599  0.14
H9 3.150 1.498 2.208  0.05
N1 2.265 1.122 2.487  -0.03
C3 1.273 1.021 0.100  -0.21
H10 -1.753 -0.577 -1.140  0.13
C4 0.002 1.868 -0.332  -0.13
H11 -1.692 1.386 1.091  0.15
N2 -2.160 0.383 -0.781  0.17
O2 0.167 -3.443 -0.555  -0.06
H12 -2.268 -2.311 -2.673  0.10
H13 2.440 -0.437 1.187  0.15
H14 -3.124 0.366 -0.460  0.16
H15 -1.457 -2.874 -1.398  0.02
H16 1.663 1.969 2.832  0.12
H17 -0.099 2.022 -1.408  0.11

## Properties
* strongest force on any atom: 5.38 eV Å⁻¹
* orbital gap: 9.1392 eV
* net charge: +1

no.,total energy (eV)
1,-62882.000
2,-14912.535
3,-172703.624
4,-9939.610
5,-43034.215
6,-112095.597
7,-71059.040
8,-11491.050